Density functional theory data (the ωB97M-V functional and the def2-TZVPD basis) for a structure of composition C6H16NO3 in a non-equilibrium geometry.

```
! wB97M-V def2-TZVPD RIJCOSX def2/J DEFGRID3
* xyz 1 1
C 0.975 -1.697 0.679
C -2.101 -2.146 -0.049
C 2.360 1.885 -0.737
C -1.668 1.435 -1.193
C -0.030 -0.957 -0.110
C 0.342 0.568 -0.255
N 0.317 0.893 1.583
O -1.359 -1.007 0.381
O 1.640 0.626 -0.455
O -0.291 1.498 -0.813
H 0.958 -1.663 1.795
H 0.986 -2.752 0.471
H 1.972 -1.511 0.343
H -1.705 -3.126 0.349
H -2.079 -2.129 -1.160
H -3.107 -1.842 0.336
H 3.380 1.581 -0.387
H 2.203 2.655 0.088
H 2.167 2.208 -1.718
H -1.686 1.035 -2.188
H -2.176 2.431 -0.894
H -2.217 0.674 -0.578
H -0.037 -1.249 -1.254
H -0.143 0.152 2.115
H 1.320 0.667 1.735
H -0.024 1.771 1.915
*
```

Properties
* ΔE to the lowest compared entry with this formula, charge and spin: 178.1 kJ/mol



Density functional theory data (the ωB97M-V functional and the def2-TZVPD basis) for a cluster of 9 separate species, C7H32O9 in total in a non-equilibrium geometry.

```
! wB97M-V def2-TZVPD RIJCOSX def2/J DEFGRID3
* xyz 0 1
O -35.485 -0.716 33.547
H -35.523 0.153 33.139
H -35.014 -1.211 32.657
H -34.977 -0.447 34.444
O -34.293 -0.298 35.908
H -33.720 0.168 36.335
C -37.518 0.229 36.490
O -36.506 1.049 35.998
H -38.584 0.449 36.123
H -37.693 0.124 37.446
H -37.523 -0.964 35.950
H -35.721 0.666 36.086
C -31.452 -1.938 34.257
O -32.813 -2.143 34.413
H -31.006 -1.644 35.203
H -31.134 -1.111 33.586
H -30.897 -2.862 34.057
H -33.376 -1.479 34.913
C -34.832 -2.750 30.765
O -33.955 -1.908 31.632
H -35.815 -2.278 30.656
H -35.110 -3.574 31.358
H -34.361 -2.939 29.762
H -33.105 -2.036 31.226
C -36.362 2.551 31.978
O -35.310 1.714 32.475
H -36.120 3.217 31.155
H -37.136 3.001 32.581
H -37.080 1.859 31.541
H -34.452 2.342 32.719
C -33.606 2.859 35.579
O -33.012 1.912 34.829
H -34.001 2.609 36.517
H -34.569 2.973 34.931
H -32.902 3.794 35.727
H -33.126 1.041 35.052
C -39.244 0.476 32.884
O -39.031 -0.553 31.887
H -39.872 1.295 32.478
H -38.437 0.755 33.456
H -39.914 0.112 33.646
H -38.754 -1.263 32.406
C -33.836 -2.858 38.154
O -35.058 -2.299 37.539
H -33.471 -1.992 38.698
H -33.177 -3.078 37.436
H -34.198 -3.784 38.695
H -34.952 -1.527 37.100
*
```

Properties
* ΔE to the lowest compared entry with this formula, charge and spin: 811.3 kJ/mol



Density functional theory data (the ωB97M-V functional and the def2-TZVPD basis) for a structure of composition C48H108F4N8O8S4 in a non-equilibrium geometry.

```
! wB97M-V def2-TZVPD RIJCOSX def2/J DEFGRID3
* xyz 4 1
C 5.304 5.810 0.081
C 4.058 6.683 0.387
C 3.611 6.475 1.873
N 2.360 7.148 2.321
C 2.398 8.623 2.041
C 1.157 6.469 1.644
C 0.161 6.273 2.791
C 0.722 6.895 4.073
C 2.250 6.960 3.838
H 5.068 4.747 0.095
H 6.189 5.982 0.628
H 5.587 5.900 -0.984
H 3.137 6.535 -0.331
H 4.291 7.720 0.316
H 4.423 6.879 2.505
H 3.462 5.384 2.145
H 3.206 9.067 2.717
H 1.504 9.166 2.297
H 2.543 8.804 0.941
H 0.650 7.162 0.948
H 1.491 5.542 1.230
H -0.777 6.768 2.495
H -0.009 5.215 2.979
H 0.359 7.896 4.287
H 0.475 6.245 4.920
H 2.701 7.778 4.310
H 2.642 5.992 4.060
C -0.861 3.457 -11.299
C -1.830 4.478 -10.702
C -1.059 5.412 -9.777
N -1.894 6.490 -9.081
C -2.277 7.563 -10.039
C -1.092 7.077 -7.952
C -1.240 6.029 -6.799
C -2.592 5.271 -7.118
C -3.114 5.932 -8.390
H -0.405 3.754 -12.239
H -1.417 2.475 -11.508
H -0.064 3.114 -10.518
H -2.506 3.857 -10.125
H -2.354 5.026 -11.507
H -0.197 5.883 -10.320
H -0.577 4.779 -9.061
H -2.892 7.152 -10.768
H -1.356 7.979 -10.552
H -2.735 8.384 -9.526
H -1.535 8.061 -7.665
H -0.070 7.215 -8.304
H -1.217 6.531 -5.781
H -0.364 5.365 -6.718
H -3.324 5.395 -6.328
H -2.376 4.198 -7.385
H -3.688 6.828 -8.115
H -3.673 5.185 -9.062
C 3.433 -8.070 4.077
C 4.752 -9.326 3.550
C 5.181 -9.268 4.800
N 6.668 -11.443 4.802
C 7.132 -11.165 3.374
C 5.573 -12.498 5.172
C 5.777 -12.566 6.719
C 6.524 -11.523 7.178
C 7.005 -10.810 5.893
H 2.692 -8.277 4.699
H 3.009 -7.828 3.027
H 4.162 -7.411 4.563
H 5.640 -8.707 3.087
H 4.331 -10.197 3.183
H 4.660 -9.921 5.520
H 5.786 -8.561 5.180
H 7.706 -11.989 2.968
H 7.526 -10.162 3.226
H 6.243 -11.202 2.725
H 5.831 -13.317 4.475
H 4.564 -12.129 4.695
H 10.392 -5.923 -1.371
H 12.507 -15.499 6.215
H 6.633 -11.330 8.171
H 5.146 -13.002 7.434
H 7.547 -12.936 7.456
H 7.837 -10.305 5.476
C -2.789 2.196 -1.008
C -4.097 1.847 -0.276
C -4.751 0.609 -0.918
N -6.190 0.333 -0.422
C -7.135 1.407 -0.969
C -6.618 -0.999 -0.972
C -7.623 -1.644 0.103
C -7.626 -0.588 1.229
C -6.354 0.179 1.086
H -2.099 1.362 -0.821
H -2.293 3.103 -0.785
H -2.883 2.157 -2.100
H -4.760 2.659 -0.205
H -3.836 1.491 0.713
H -4.248 -0.291 -0.698
H -4.912 0.637 -2.007
H -7.198 2.196 -0.213
H -8.128 0.993 -1.165
H -6.726 1.781 -1.890
H -6.955 -0.823 -1.951
H -5.754 -1.697 -1.024
H -8.590 -1.970 -0.309
H -7.084 -2.528 0.538
H -8.555 -0.046 1.230
H -7.794 -1.156 2.132
H -6.344 1.215 1.443
H -5.434 -0.322 1.496
C 5.156 3.076 -8.216
C 4.919 3.074 -6.713
C 6.054 2.138 -6.127
N 5.947 1.913 -4.627
C 6.097 3.244 -3.859
C 6.972 0.945 -4.177
C 6.367 0.442 -2.805
C 4.847 0.451 -3.094
C 4.620 1.321 -4.326
H 6.176 3.383 -8.517
H 4.489 3.763 -8.727
H 4.952 2.066 -8.608
H 3.820 2.847 -6.610
H 4.959 4.114 -6.282
H 7.043 2.536 -6.307
H 6.023 1.146 -6.577
H 7.083 3.613 -4.167
H 6.082 3.068 -2.788
H 5.234 3.848 -4.214
H 7.901 1.471 -4.142
H 7.089 0.147 -4.899
H 6.668 1.123 -2.023
H 6.799 -0.551 -2.595
H 4.268 0.823 -2.220
H 4.548 -0.561 -3.297
H 3.942 2.194 -4.143
H 4.286 0.789 -5.178
C -7.207 -8.155 7.388
C -6.838 -6.904 8.175
C -6.761 -5.736 7.215
N -6.445 -4.413 7.762
C -7.507 -3.882 8.589
C -5.106 -4.489 8.445
C -4.850 -3.012 8.691
C -5.376 -2.270 7.454
C -6.268 -3.240 6.672
H -8.151 -8.019 6.927
H -7.350 -9.019 8.098
H -6.441 -8.338 6.698
H -5.923 -7.051 8.697
H -7.553 -6.622 8.970
H -7.783 -5.635 6.789
H -6.002 -5.866 6.408
H -8.474 -4.041 8.147
H -7.394 -2.812 8.817
H -7.598 -4.390 9.552
H -5.195 -5.064 9.343
H -4.479 -4.984 7.682
H -5.442 -2.556 9.483
H -3.768 -2.841 8.874
H -6.005 -1.386 7.729
H -4.640 -1.946 6.754
H -7.255 -3.028 6.349
H -5.727 -3.696 5.881
N -2.865 -2.188 2.972
S -2.232 -1.797 1.702
O -0.829 -1.829 1.856
O -2.722 -0.708 0.950
F -2.569 -2.958 0.561
S -4.224 -2.917 3.025
O -4.986 -2.714 1.823
O -4.882 -2.695 4.323
F -3.889 -4.478 2.958
N 2.332 4.424 -2.347
S 1.615 4.507 -3.712
O 0.219 4.216 -3.692
O 2.279 4.205 -4.992
F 1.612 6.102 -3.764
S 2.522 3.244 -1.361
O 1.955 2.034 -1.801
O 2.064 3.685 -0.078
F 4.054 3.099 -1.276
*
```



Density functional theory data (the ωB97M-V functional and the def2-TZVPD basis) for a cluster of 2 separate species, C7H11N3O in total in a non-equilibrium geometry.

```
! wB97M-V def2-TZVPD RIJCOSX def2/J DEFGRID3
* xyz 0 1
C -0.396 2.854 -0.553
C -1.918 -0.332 0.094
C 1.796 0.059 -0.405
C 1.496 0.810 0.836
C 0.487 -0.884 -0.640
C 0.069 0.831 0.968
C -2.440 -1.511 -0.681
N 0.093 3.855 -0.831
N -0.554 -0.106 0.118
N -0.448 1.125 2.149
O -2.700 0.364 0.725
H 1.915 0.710 -1.210
H 2.680 -0.613 -0.263
H 2.137 0.260 1.536
H 1.923 1.805 0.611
H 0.077 -0.964 -1.655
H 0.658 -1.843 -0.154
H -3.068 -2.125 -0.025
H -1.663 -1.848 -1.391
H -3.221 -1.094 -1.304
H -1.492 1.036 2.170
H -0.063 1.932 2.577
*
```

Properties
* ΔE to the lowest compared entry with this formula, charge and spin: 287.0 kJ/mol



Density functional theory data (the ωB97M-V functional and the def2-TZVPD basis) for the molecule C4H6O2 in a non-equilibrium geometry.

```
! wB97M-V def2-TZVPD RIJCOSX def2/J DEFGRID3
* xyz 0 1
C 2.635 -0.295 -0.030
C 1.419 0.242 0.177
O 0.292 -0.493 -0.103
C -0.930 0.184 -0.008
C -2.156 -0.793 0.051
O -1.030 1.370 -0.127
H 2.805 -1.341 -0.451
H 3.560 0.279 0.027
H 1.148 1.282 0.676
H -3.104 -0.405 -0.606
H -1.855 -1.921 -0.200
H -2.448 -0.939 1.261
*
```

Properties
* ΔE to the lowest compared entry with this formula, charge and spin: 192.8 kJ/mol
* SMILES: C=COC(C)=O



Across the entries above, DFT total energy takes the values -14105.0553; -26196.6935; -133982.9051; -13952.5955; -8338.4627 eV, respectively.